{
  "formula": "C44H84O36",
  "method": "ωB97M-V/def2-TZVPD",
  "elements": ["C", "C", "C", "O", "C", "O", "O", "H", "H", "H", "H", "H", "H", "C", "C", "C", "O", "C", "O", "O", "H", "H", "H", "H", "H", "H", "C", "C", "C", "O", "C", "O", "O", "H", "H", "H", "H", "H", "H", "C", "C", "C", "O", "C", "O", "O", "H", "H", "H", "H", "H", "H", "C", "C", "C", "O", "C", "O", "O", "H", "H", "H", "H", "H", "H", "C", "C", "C", "O", "C", "O", "O", "H", "H", "H", "H", "H", "H", "C", "C", "C", "O", "C", "O", "O", "H", "H", "H", "H", "H", "H", "C", "C", "C", "O", "C", "O", "O", "H", "H", "H", "H", "H", "H", "C", "C", "O", "O", "H", "H", "H", "H", "H", "H", "C", "C", "O", "O", "H", "H", "H", "H", "H", "H", "C", "C", "O", "O", "H", "H", "H", "H", "H", "H", "C", "C", "O", "O", "H", "H", "H", "H", "H", "H", "C", "C", "O", "O", "H", "H", "H", "H", "H", "H", "C", "C", "O", "O", "H", "H", "H", "H", "H", "H"],
  "positions_angstrom": [[-14.94942, -21.11876, 14.09285], [-13.73313, -21.32748, 14.93173], [-13.05986, -22.73775, 14.85442], [-11.89956, -22.49376, 14.01939], [-11.67084, -21.14410, 13.94102], [-10.76898, -20.63947, 13.36311], [-12.62748, -20.42544, 14.56937], [-14.80368, -21.30032, 13.03800], [-15.28086, -20.09717, 14.34658], [-15.72429, -21.86209, 14.39862], [-13.97726, -21.01330, 15.96182], [-13.71475, -23.44140, 14.35353], [-12.60327, -23.16109, 15.73115], [-14.06147, -11.93747, 17.51131], [-13.67558, -13.00825, 18.44381], [-14.44802, -12.97700, 19.70015], [-14.44481, -14.41577, 20.07473], [-14.08718, -15.07658, 18.95474], [-13.90978, -16.27240, 18.90129], [-13.95483, -14.28786, 17.88867], [-13.45732, -12.00441, 16.59892], [-14.00316, -10.91394, 17.85358], [-15.12587, -12.09522, 17.26116], [-12.64669, -12.97297, 18.80382], [-15.42912, -12.55056, 19.48953], [-13.94585, -12.49167, 20.49995], [-17.84632, -19.59423, 16.89764], [-16.43331, -19.27694, 17.09190], [-16.16626, -18.37434, 18.30515], [-15.91570, -19.31615, 19.43251], [-15.66366, -20.49726, 18.86572], [-15.39854, -21.47023, 19.47427], [-15.66711, -20.50951, 17.51726], [-18.39510, -18.77275, 16.41162], [-18.33617, -19.83945, 17.83858], [-17.94460, -20.48609, 16.28499], [-15.98766, -18.94765, 16.15547], [-17.00231, -17.74155, 18.56577], [-15.26890, -17.80910, 18.11989], [-15.51347, -10.51378, 14.36436], [-15.39211, -9.02549, 14.64042], [-16.58950, -8.09329, 14.68596], [-16.67833, -7.71914, 16.06314], [-15.61062, -8.14296, 16.68615], [-15.44324, -7.93046, 17.89323], [-14.75970, -8.73337, 15.88321], [-16.32611, -11.05077, 14.86942], [-14.53237, -10.92995, 14.63255], [-15.75345, -10.60225, 13.27908], [-14.69675, -8.62830, 13.92059], [-17.56950, -8.49125, 14.41354], [-16.46762, -7.18236, 14.09035], [-17.95720, -14.99075, 20.68377], [-17.29319, -15.41212, 21.97676], [-16.27441, -16.55017, 21.77698], [-15.33694, -16.22400, 22.82136], [-15.28838, -14.91394, 22.98847], [-14.46224, -14.26549, 23.58201], [-16.41111, -14.37488, 22.42699], [-18.50345, -14.04704, 20.80569], [-18.71230, -15.75075, 20.41885], [-17.27486, -14.90729, 19.81850], [-18.04161, -15.55159, 22.76668], [-15.82725, -16.46021, 20.79755], [-16.56030, -17.59573, 21.92029], [-8.18336, -16.30830, 13.08611], [-9.27391, -17.34200, 13.31609], [-9.25877, -18.05387, 14.66830], [-10.66898, -18.09571, 14.94547], [-11.33013, -17.24970, 14.20391], [-12.51893, -16.95082, 14.38792], [-10.58525, -16.78424, 13.21217], [-8.22890, -15.81864, 12.11923], [-7.21706, -16.87707, 13.25995], [-8.23446, -15.51747, 13.86588], [-9.27179, -18.11586, 12.53212], [-8.70214, -17.50209, 15.40541], [-9.03718, -19.08486, 14.69141], [-18.06075, -11.38241, 18.33279], [-19.13299, -10.35612, 18.29114], [-18.67769, -8.95962, 18.58304], [-19.37572, -8.18222, 17.57081], [-19.66312, -8.99617, 16.56472], [-20.10225, -8.67226, 15.45760], [-19.48722, -10.28172, 16.89988], [-18.48423, -12.31069, 17.97485], [-17.81760, -11.58042, 19.38362], [-17.15731, -11.15687, 17.79889], [-20.05317, -10.70460, 18.79487], [-17.63094, -8.76686, 18.44858], [-19.01959, -8.49774, 19.53553], [-14.40269, -14.11145, 14.40697], [-15.65466, -14.85482, 14.18754], [-15.62050, -16.33384, 14.61928], [-16.03726, -16.28260, 16.00473], [-16.66290, -15.10450, 16.18961], [-17.18978, -14.81426, 17.21895], [-16.65421, -14.32359, 15.14288], [-14.61845, -13.10259, 14.06743], [-13.67006, -14.55353, 13.72788], [-14.14523, -14.22475, 15.46132], [-16.11256, -14.68560, 13.21489], [-14.57431, -16.60970, 14.70205], [-16.31047, -16.97805, 14.12162], [-19.09004, -10.27856, 12.67216], [-19.44865, -11.47082, 13.51366], [-18.34614, -12.37267, 13.24173], [-19.24120, -10.55293, 11.21466], [-17.99695, -10.11539, 12.93148], [-19.63148, -9.36568, 12.86098], [-20.37709, -11.99697, 13.23027], [-19.45869, -11.29911, 14.58954], [-18.35164, -13.19144, 13.74571], [-18.59587, -11.27405, 11.00872], [-20.43089, -16.68087, 17.34474], [-21.70855, -16.34211, 18.08369], [-22.49220, -17.54963, 18.10158], [-20.72688, -17.23567, 16.06381], [-19.84925, -17.42877, 17.92134], [-19.81039, -15.76211, 17.24670], [-22.24354, -15.53095, 17.60437], [-21.43917, -16.08742, 19.10294], [-23.42250, -17.29952, 18.10762], [-21.24287, -18.01855, 16.14836], [-19.23993, -15.75530, 13.31055], [-19.01646, -15.80316, 11.89033], [-17.69748, -16.24201, 11.49847], [-19.04508, -17.14715, 13.86276], [-20.27432, -15.42001, 13.56493], [-18.55471, -15.21120, 13.96928], [-19.18310, -14.83339, 11.39357], [-19.76258, -16.53498, 11.51663], [-17.64113, -17.20580, 11.54119], [-19.49882, -17.17282, 14.71008], [-15.21322, -12.62635, 9.62123], [-16.09039, -13.39334, 10.68067], [-15.42554, -14.63958, 11.03151], [-14.86886, -13.50864, 8.60863], [-14.41314, -12.07383, 10.12620], [-15.82219, -11.84432, 9.15807], [-17.09111, -13.62437, 10.27776], [-16.23488, -12.79232, 11.61311], [-16.09441, -15.34350, 10.94789], [-14.51147, -14.29287, 9.07706], [-17.49212, -20.00602, 11.38216], [-18.69449, -20.26129, 12.26071], [-19.67427, -19.26509, 12.18659], [-16.79597, -18.87126, 11.93285], [-17.80999, -19.68110, 10.37803], [-16.79077, -20.86554, 11.32329], [-18.32265, -20.33428, 13.28476], [-19.22655, -21.16877, 12.00182], [-19.44545, -18.48360, 12.73640], [-15.88085, -18.97124, 11.63969], [-13.23444, -18.30567, 11.61329], [-13.36388, -16.83997, 11.12061], [-13.17466, -16.68245, 9.74876], [-14.14749, -19.18300, 10.93438], [-13.43370, -18.34812, 12.69347], [-12.20789, -18.72314, 11.48475], [-12.61785, -16.27331, 11.66508], [-14.33182, -16.45462, 11.36188], [-12.25534, -16.74215, 9.49481], [-14.05412, -19.05580, 9.99103]],
  "atomic_forces_ev_per_a": [[-0.72, -0.23, 0.54], [1.22, -0.20, 1.65], [0.39, 1.12, -0.85], [-0.13, 1.18, -0.33], [-1.18, -0.51, 0.23], [0.99, 0.10, -0.39], [-0.50, -1.24, -0.36], [0.26, 0.38, -0.41], [-0.26, -0.43, -0.73], [0.42, 0.67, 0.09], [0.13, -0.55, -0.38], [0.04, -0.20, -0.03], [-0.60, 0.03, 0.84], [-0.53, 0.25, -1.64], [1.00, 0.98, 0.58], [-0.90, -1.35, 0.60], [-0.15, 1.16, -1.01], [-0.11, -2.88, 0.24], [-0.38, 1.25, 0.35], [0.29, 0.48, 0.14], [-0.24, 0.05, 0.05], [0.33, 0.15, 0.57], [0.37, -0.05, -0.20], [0.53, -0.09, -0.82], [-0.41, -0.55, 0.57], [0.19, 0.67, 0.61], [-1.55, -0.66, -0.29], [1.63, -0.55, 0.97], [0.59, -0.63, -0.01], [-0.74, 1.14, -1.93], [0.63, -0.49, -0.04], [0.30, -1.28, 1.08], [-1.38, 1.93, -0.58], [0.27, -0.17, 0.15], [-0.08, 0.11, 0.20], [-0.07, -0.04, -0.31], [0.26, 0.20, 0.28], [-0.14, 0.16, 0.06], [0.20, 0.35, 0.34], [-0.46, 0.36, -0.36], [0.35, 0.27, -0.88], [-1.29, 0.36, -0.41], [-1.04, 0.07, -0.63], [0.56, 1.39, 4.34], [-0.04, -0.88, -2.52], [0.76, -1.02, 0.38], [0.21, 0.25, 0.24], [-0.40, -0.19, -0.38], [0.51, -0.21, 0.66], [0.26, 0.01, -0.52], [0.25, -0.35, -0.02], [0.27, -0.14, 0.13], [-0.54, -0.15, -0.39], [0.30, -0.09, -0.76], [-0.57, 0.08, 0.99], [1.05, -1.12, -0.29], [-0.21, 1.44, 0.53], [-0.86, -0.97, -0.81], [0.27, 0.62, 0.14], [0.19, -0.14, 0.02], [0.21, 0.18, 0.05], [-0.12, 0.01, 0.54], [0.20, -0.35, -0.12], [0.44, 0.11, -0.19], [-0.32, 0.36, 0.13], [0.60, -0.56, 1.47], [0.74, -0.93, -1.43], [-1.38, 0.72, -0.57], [0.19, 0.00, 1.60], [-3.48, 0.78, 0.45], [2.79, -0.55, -0.59], [0.00, 0.84, 0.06], [0.09, -0.26, -0.16], [-0.87, 0.89, -0.54], [-0.01, -0.46, -0.39], [0.37, 0.24, 0.10], [-0.03, 0.28, 0.60], [1.05, -0.99, -0.46], [-0.32, -1.18, 1.74], [0.04, -0.75, -0.66], [-1.40, 1.79, 0.83], [0.18, -0.02, -0.15], [-1.69, 0.51, -2.93], [1.25, -0.39, 2.47], [-0.13, 0.46, -0.32], [0.14, -0.35, -0.31], [0.25, 0.05, -0.06], [0.25, 0.43, -0.38], [0.52, 0.41, 0.22], [0.66, -0.20, 0.01], [0.37, -0.73, -0.44], [0.12, -0.17, -0.71], [-1.95, -0.73, 0.09], [1.13, 1.03, 0.82], [-0.46, 0.86, -0.24], [-0.04, -0.95, 1.00], [-0.63, 0.24, 1.18], [0.40, 0.32, -1.10], [0.42, 0.32, 0.41], [0.30, 0.12, 0.31], [0.46, 0.34, -0.19], [0.32, -0.24, -0.06], [-0.12, -0.73, -0.69], [-0.17, -0.51, -0.74], [1.08, -0.25, -1.34], [0.23, -1.50, 0.05], [0.38, -0.04, -0.45], [1.06, -0.52, 1.65], [-1.10, 0.10, -0.55], [-0.37, 0.02, 0.18], [0.10, 0.61, -0.08], [-0.18, 0.58, -0.06], [-0.34, 0.19, 0.27], [-0.82, 0.80, 0.33], [0.17, -0.17, 0.24], [0.23, -1.05, 0.03], [-0.10, 0.49, -0.07], [1.18, 1.61, -0.39], [-0.24, 0.41, -0.08], [-0.31, -0.69, -0.28], [-0.10, 0.18, -0.13], [-0.05, 0.36, 0.28], [0.11, -0.16, 0.04], [-0.77, -0.91, 0.45], [-0.34, -1.44, 4.00], [0.44, -0.60, -2.57], [-0.62, 0.71, 0.23], [-0.02, 1.29, -1.32], [0.59, -0.23, -0.40], [0.08, 0.58, -0.76], [-0.03, -0.29, 0.33], [0.30, 0.44, -0.21], [0.19, -0.40, 0.26], [-0.47, -0.09, 0.43], [-1.86, 0.02, 1.04], [0.45, 0.17, 0.28], [-0.46, 0.92, -0.51], [0.99, -0.71, 0.16], [0.51, -0.49, -0.09], [-0.15, -0.04, 0.10], [0.39, 0.12, -0.04], [0.12, -0.27, -0.64], [-0.01, 0.23, 0.15], [-0.19, 0.26, -0.48], [0.19, 0.65, -0.34], [0.05, -0.01, 0.32], [-0.26, 0.90, -0.17], [-0.19, -0.32, 0.20], [-0.07, -0.61, 0.08], [-0.58, 0.29, 0.03], [0.06, -0.24, 0.20], [0.27, -0.45, -0.15], [0.11, -0.49, -0.05], [0.44, 0.26, -0.15], [0.39, 0.15, -0.40], [1.10, -1.31, 1.11], [-0.64, -0.10, -1.17], [-0.24, 0.00, 0.75], [-0.21, -0.03, -0.41], [-0.42, 0.48, -0.05], [0.06, 0.30, 0.34], [-0.47, 0.10, 0.08], [0.33, -0.05, 0.19], [0.12, 0.22, -0.37]],
  "homo_lumo_gap_ev": 10.1,
  "lumo_ev": 0.10,
  "e_tot_ha": -4435.6410,
  "spin_multiplicity": 1,
  "fmax_ev_per_a": 4.6
}